23
Properties=species:S:1:pos:R:3 method="wB97M-V/def2-TZVPD" orbital_gap_ev=8.51 e_above_lowest_ev=3.749 fmax_ev_per_a=4.831 e_homo_ev=-12.54 spin_multiplicity=1 total_charge=+1 lumo_ev=-4.0
C 0.75 -1.72 0.14
C -0.56 -1.63 -0.17
C 0.29 0.38 -0.43
C 3.57 -1.05 0.30
C 2.66 -0.13 0.00
C -1.70 -2.55 -0.02
C 0.69 2.56 0.70
C 0.44 1.87 -0.68
N 4.68 -0.33 0.21
N 5.50 0.35 -0.09
N 1.32 -0.44 -0.12
N -0.85 -0.29 -0.46
H 1.15 -2.71 0.33
H 3.73 -2.20 0.26
H -1.91 -2.97 -0.97
H -1.43 -3.35 0.68
H -2.58 -2.05 0.55
H -0.09 2.27 1.30
H 0.72 3.61 0.58
H 1.64 2.32 1.16
H 1.24 2.21 -1.30
H -0.46 2.16 -1.22
H -1.66 0.31 -0.60

92
Properties=species:S:1:pos:R:3 method="wB97M-V/def2-TZVPD" orbital_gap_ev=6.17 fmax_ev_per_a=0.827 e_homo_ev=-12.27 spin_multiplicity=1 total_charge=+2 lumo_ev=-6.1
Ir 0.04 -0.12 -0.11
C -5.20 4.17 -1.81
C -4.30 3.14 -1.18
C -4.22 2.99 0.21
C -3.37 2.06 0.78
C -2.57 1.20 0.00
N -1.76 0.24 0.62
C -2.23 -0.43 1.76
C -3.60 -0.75 1.86
C -4.13 -1.41 2.94
C -3.32 -1.83 4.00
C -3.89 -2.59 5.17
C -1.97 -1.57 3.90
C -1.44 -0.87 2.81
N -0.02 -0.68 2.81
C 0.80 -0.59 3.86
C 2.09 -0.77 3.42
C 1.97 -0.97 2.05
N 0.68 -0.93 1.68
C -2.63 1.40 -1.38
C -3.48 2.34 -1.95
N -1.79 0.65 -2.25
C -2.07 0.22 -3.49
C -0.89 -0.19 -4.08
C 0.08 0.03 -3.11
N -0.46 0.56 -2.01
H -6.13 4.28 -1.25
H -5.44 3.91 -2.84
H -4.71 5.15 -1.82
H -4.82 3.62 0.85
H -3.31 1.98 1.85
H -4.25 -0.47 1.04
H -5.19 -1.62 2.96
H -4.92 -2.31 5.36
H -3.31 -2.41 6.08
H -3.87 -3.67 4.98
H -1.30 -1.93 4.67
H 0.41 -0.42 4.86
H 3.00 -0.78 4.00
H 2.74 -1.18 1.32
H -3.47 2.46 -3.03
H -3.08 0.25 -3.87
H -0.75 -0.58 -5.07
H 1.15 -0.15 -3.16
N -0.42 -1.92 -0.78
C -1.03 -2.88 -1.00
N -1.67 -3.96 -1.29
C -2.82 -3.96 -2.22
C -4.03 -4.58 -1.53
C -3.69 -5.97 -0.97
C -2.50 -5.89 -0.02
C -1.29 -5.27 -0.71
H -2.54 -4.55 -3.09
H -3.01 -2.94 -2.53
H -4.84 -4.65 -2.25
H -4.36 -3.93 -0.72
H -3.46 -6.65 -1.79
H -4.56 -6.37 -0.45
H -2.22 -6.88 0.34
H -2.76 -5.29 0.86
H -0.95 -5.91 -1.53
H -0.46 -5.13 -0.03
O 0.64 1.79 0.38
S 0.47 2.70 1.60
C 2.09 2.80 2.44
C 3.28 3.08 1.57
C 3.75 2.13 0.67
C 4.86 2.41 -0.13
C 5.50 3.64 -0.01
C 5.05 4.58 0.90
C 3.93 4.30 1.68
C 0.39 4.41 0.90
C 0.48 4.46 -0.60
C -0.62 4.15 -1.39
C -0.54 4.24 -2.77
C 0.64 4.65 -3.37
C 1.74 4.96 -2.59
C 1.66 4.86 -1.21
H 2.17 1.84 2.96
H 1.95 3.58 3.19
H 3.26 1.17 0.59
H 5.22 1.67 -0.83
H 6.38 3.85 -0.61
H 5.56 5.52 1.01
H 3.59 5.03 2.40
H 1.21 4.95 1.36
H -0.56 4.80 1.26
H -1.55 3.86 -0.91
H -1.41 4.02 -3.38
H 0.69 4.74 -4.45
H 2.66 5.29 -3.06
H 2.52 5.11 -0.61

16
Properties=species:S:1:pos:R:3 method="wB97M-V/def2-TZVPD" orbital_gap_ev=9.24 e_above_lowest_ev=4.638 fmax_ev_per_a=8.463 e_homo_ev=-8.29 spin_multiplicity=1 lumo_ev=0.9
C -0.18 -0.02 1.73
C -0.22 -0.41 0.56
C -0.78 -1.53 -0.31
C -0.18 -1.37 -1.57
O 0.33 -0.11 -1.68
C 0.29 0.55 -0.45
C 0.67 1.68 0.20
C 0.20 1.42 1.62
H -0.42 -0.59 2.70
H -0.77 -2.52 0.26
H -1.84 -1.19 -0.26
H -1.05 -1.41 -2.54
H 0.70 -2.03 -1.76
H 1.63 2.45 0.21
H -0.70 2.08 1.86
H 1.05 2.07 2.29

68
Properties=species:S:1:pos:R:3 method="wB97M-V/def2-TZVPD" orbital_gap_ev=7.85 fmax_ev_per_a=1.056 e_homo_ev=-7.81 spin_multiplicity=1 lumo_ev=0.0
C -0.05 -5.18 0.24
C -0.29 -4.39 -1.04
C -1.57 -3.55 -1.05
C -1.95 -2.85 0.25
N -1.24 -1.57 0.41
C -0.24 -1.54 1.50
C 1.19 -1.75 1.02
C 1.72 -0.64 0.10
C 2.40 0.47 0.92
P 2.92 1.95 -0.06
S 3.46 1.21 -1.97
S 1.02 2.85 -0.30
C -2.10 -0.45 0.44
S -1.80 0.86 -0.45
S -3.50 -0.46 1.58
C -4.92 -0.80 0.48
C -6.01 0.27 0.50
C -5.51 1.73 0.52
H -0.96 -5.69 0.53
H 0.22 -4.52 1.07
H 0.75 -5.91 0.11
H 0.58 -3.77 -1.30
H -0.37 -5.11 -1.85
H -1.45 -2.75 -1.78
H -2.42 -4.15 -1.39
H -3.02 -2.64 0.20
H -1.82 -3.48 1.13
H -0.47 -2.31 2.24
H -0.28 -0.59 2.03
H 1.84 -1.81 1.90
H 1.28 -2.70 0.51
H 2.47 -1.06 -0.56
H 0.94 -0.24 -0.55
H 1.76 0.80 1.73
H 3.32 0.07 1.34
H 2.28 1.12 -2.59
H 1.48 4.04 -0.71
H -5.32 -1.77 0.79
H -4.54 -0.92 -0.53
H -6.67 0.09 1.35
H -6.61 0.12 -0.40
H -5.70 2.18 1.49
H -6.08 2.31 -0.21
H -4.46 1.80 0.29
O 0.83 1.85 -4.07
C 1.30 2.47 -4.98
C 2.67 2.30 -5.61
C 2.84 3.60 -6.40
C 1.39 3.96 -6.72
O 0.63 3.45 -5.61
H 2.64 1.43 -6.26
H 3.43 2.16 -4.84
H 3.46 3.52 -7.28
H 3.27 4.37 -5.75
H 1.04 3.47 -7.63
H 1.21 5.03 -6.80
O 3.35 -0.63 3.83
C 2.70 0.16 4.44
C 3.13 0.95 5.66
C 1.80 1.47 6.21
C 0.95 1.55 4.95
O 1.43 0.50 4.09
H 3.77 1.76 5.32
H 3.67 0.31 6.35
H 1.87 2.41 6.74
H 1.37 0.73 6.89
H 1.08 2.50 4.43
H -0.11 1.39 5.13